(1)
Here is 3 unconnected molecules or ions with the total composition C6H15NO2 at a distorted geometry from the Open Molecules 2025 dataset. Energies are from ωB97M-V/def2-TZVPD.

XYZ file:
```
24
Properties=species:S:1:pos:R:3:nbo_charge:R:1
H 0.1849 -1.5384 -1.0200 0.21
H 1.7429 -0.6337 -0.5940 0.20
H -1.9372 -0.7798 -0.0560 0.22
C 0.1300 0.6838 -2.0509 0.25
C 0.6572 -0.6685 -0.5740 -0.41
C -1.4807 -0.0302 0.5926 -0.67
H -1.8576 0.9557 0.3060 0.22
H 1.7677 1.0815 1.1029 0.21
H 1.5780 -2.2850 1.5866 0.15
C 0.6836 1.0873 1.2322 -0.66
C 0.6227 -1.7714 1.7339 -0.09
H 0.9821 2.3965 -1.3732 0.37
H 0.6848 -1.3286 2.7286 0.15
H 0.4509 1.0741 2.3016 0.22
H 0.2837 2.0378 0.8693 0.22
C 0.0243 -0.0880 0.5472 0.07
H -1.8101 -0.2620 1.6114 0.23
O -1.0996 0.2855 -2.5772 -0.72
H 0.8975 0.3989 -2.7768 0.13
O -0.4141 -2.7254 1.7636 -0.73
H -0.3096 -3.3396 1.0240 0.47
H -1.7771 0.7293 -2.0471 0.47
H -0.1017 2.6415 -2.5806 0.37
N 0.0973 2.0787 -1.7501 -0.89
```

Total charge ... 0
LUMO ... 0.78 eV

(2)
Here is a single C6H15NO2 molecule at a distorted geometry from the Open Molecules 2025 dataset. Energies are from ωB97M-V/def2-TZVPD.

XYZ file:
```
24
Properties=species:S:1:pos:R:3:nbo_charge:R:1
H -0.0782 -2.4403 -0.6724 0.23
H 2.1187 2.0888 -0.0570 0.21
H -0.8651 0.9777 -1.9771 0.22
H 2.6665 -0.7122 -0.5748 0.46
H -1.6156 -2.0018 0.1112 0.24
H 1.2901 -0.9438 1.8177 0.22
C 0.9521 0.2873 0.0499 0.26
H 1.1043 1.8059 -1.4793 0.22
C 1.1487 1.7279 -0.3969 -0.64
C -0.8581 -0.0825 -1.7429 -0.65
C 1.3913 0.0868 1.4916 -0.64
N -2.4941 0.1065 0.9421 -0.54
O -1.2180 0.6366 0.6246 -0.48
C -0.3598 -0.3446 -0.3324 0.32
H 2.4353 0.3802 1.5976 0.21
H -1.8710 -0.4696 -1.8298 0.22
H -2.5791 0.1314 1.9572 0.34
H 0.7826 0.7101 2.1417 0.24
H 0.3691 2.3487 0.0371 0.23
H -0.1566 -2.0526 1.0458 0.21
H -3.1911 0.7482 0.5683 0.34
O 1.7794 -0.6067 -0.9369 -0.78
H -0.2053 -0.5870 -2.4505 0.24
C -0.5461 -1.7949 0.0655 -0.66
```

Total charge ... 0
SMILES ... CC(C)(O)C(C)(C)ON
LUMO ... 0.84 eV

(3)
Here is 2 unconnected molecules or ions with the total composition C6H15NO2Si at a distorted geometry from the Open Molecules 2025 dataset. Energies are from ωB97M-V/def2-TZVPD.

XYZ file:
```
25
Properties=species:S:1:pos:R:3:nbo_charge:R:1
H -0.4745 -2.8645 -0.7007 0.42
H -1.6824 -1.6695 -0.9298 0.40
H -0.3553 -1.8547 -2.0958 0.42
H 2.2250 1.3723 -2.1346 0.24
H 0.7357 0.6607 -2.7974 0.22
C 1.4864 0.4877 -2.0261 -1.14
Si 0.7279 0.5795 -0.3246 1.59
H -1.1472 -1.4007 1.6356 0.16
H -0.8994 2.3107 -1.1263 0.22
O -3.9162 1.2290 1.8055 -0.49
H 0.5428 -1.1931 2.0100 0.23
H -1.0679 1.8053 0.6632 0.22
N -0.6453 -1.8706 -1.0813 -0.71
C 0.1373 -1.0887 -0.0377 -0.75
H 2.4818 0.1404 1.4806 0.22
C -3.6286 0.2717 1.2559 1.03
C -0.4114 2.0592 -0.1061 -1.12
H 0.0444 2.9070 0.2589 0.23
H 3.0105 1.1950 0.2559 0.22
C 2.1898 0.9518 0.9147 -1.05
H 2.0883 -0.5143 -2.1511 0.24
O -3.3709 -0.7391 0.7692 -0.54
H 1.9785 1.7642 1.5532 0.21
H 0.0526 -2.8132 1.5692 0.19
C -0.1021 -1.7260 1.3396 -0.66
```

Total charge ... 0
LUMO ... 0.25 eV

(4)
Here is 3 unconnected molecules or ions with the total composition C6H15NO3 at a distorted geometry from the Open Molecules 2025 dataset. Energies are from ωB97M-V/def2-TZVPD.

XYZ file:
```
25
Properties=species:S:1:pos:R:3:nbo_charge:R:1
C -1.4359 -1.4138 1.8883 -0.43
H 0.2187 -1.8557 0.4942 0.21
C -2.5035 -0.8467 0.9899 -0.06
C 1.5549 0.7171 0.7063 -0.04
H 0.6435 -1.6464 2.1941 0.22
H -0.3109 0.9452 -1.1954 0.50
O 2.7771 0.6573 -3.1782 -0.98
H -1.6634 0.6028 -2.1882 0.49
H -1.6081 -0.9794 2.9265 0.21
H -3.4852 -2.7346 0.2889 0.48
H -3.1694 -0.1397 1.6020 0.19
C 0.0732 -1.2242 1.3766 -0.41
H -2.1702 -0.4669 0.0032 0.18
C 0.3555 0.3241 1.0637 -0.26
O -0.6868 0.6844 -2.0622 -0.99
H -0.4919 0.9628 0.7931 0.20
C 2.3634 2.4714 -0.6864 -0.04
H 2.5769 0.1360 0.8970 0.20
H 2.8125 3.4427 -0.6660 0.17
H 2.4825 1.7943 -1.5866 0.20
H 2.0048 0.7292 -3.7214 0.51
H -1.6913 -2.4014 1.9082 0.21
N 1.7934 2.0624 0.4053 -0.44
O -3.5567 -1.7486 0.5184 -0.79
H 3.1168 -0.0724 -2.7714 0.49
```

Total charge ... 0
SMILES ... C=N/C=C/CCCO.O.O
LUMO ... 0.56 eV

(5)
Here is 3 unconnected molecules or ions with the total composition C6H15NO3 at a distorted geometry from the Open Molecules 2025 dataset. Energies are from ωB97M-V/def2-TZVPD.

XYZ file:
```
25
Properties=species:S:1:pos:R:3:nbo_charge:R:1
O -0.4228 1.7836 -0.9127 -0.69
C 2.3808 0.2480 -0.5183 -0.63
H 2.2430 -0.7157 -0.0091 0.20
H 0.2023 -0.4113 1.3595 0.40
O -0.7634 2.0550 1.6747 -0.94
H -2.6480 -1.5858 -1.3949 0.21
H 1.4327 2.7651 -1.1028 0.49
C -2.3304 -0.8881 -0.6086 -0.62
H 3.4549 0.4704 -0.5541 0.24
H -1.0670 0.7395 1.6558 0.51
H -2.9190 -1.1041 0.2960 0.20
H -1.0633 -2.6692 1.1038 0.21
H 0.5711 -2.5422 0.3959 0.21
N -0.3736 -0.0282 0.6122 -0.72
O 2.0190 2.6364 -0.3407 -0.71
C 0.1281 1.2843 0.0934 0.75
H -0.2849 -0.8829 -1.2650 0.20
H 1.9397 1.3835 1.2672 0.19
H -2.5460 0.1325 -0.9499 0.24
H -1.5079 2.5091 1.2672 0.48
H 2.0079 0.1422 -1.5466 0.21
C -0.8415 -1.0591 -0.3355 -0.04
C 1.6635 1.3866 0.2007 0.00
H -0.7724 -3.2001 -0.5712 0.23
C -0.5027 -2.4495 0.1830 -0.62
```

Total charge ... 0
LUMO ... 0.64 eV

(6)
Here is a single C6H15NS molecule at a distorted geometry from the Open Molecules 2025 dataset. Energies are from ωB97M-V/def2-TZVPD.

XYZ file:
```
23
Properties=species:S:1:pos:R:3:nbo_charge:R:1
C -0.2505 0.5228 -1.0901 -0.15
H 2.3438 0.3241 1.6452 0.22
H -1.0756 -0.7576 -2.6740 0.21
H 2.4160 -1.4925 1.9786 0.17
C -0.4531 0.1813 -2.5485 -0.62
H -1.5636 0.7685 0.6503 0.22
C -0.3892 -1.7841 1.7608 -0.41
H 1.3885 1.8645 -1.5069 0.21
H 0.6753 2.1096 0.1377 0.21
C 0.4682 1.8940 -0.9474 -0.62
H 1.6477 -0.3811 3.1172 0.20
H -1.3794 -1.6928 1.2411 0.21
H 0.4910 0.0144 -2.9568 0.21
H -0.9410 0.9690 -3.0707 0.21
H -2.2681 1.2626 -0.8680 0.21
N 0.5685 -0.7374 1.2779 -0.61
S 0.8458 -0.7904 -0.3915 0.36
H -0.5443 -1.6708 2.8167 0.20
H -2.0497 -0.4820 -0.5147 0.21
H -0.1708 2.7097 -1.2725 0.20
H 0.0320 -2.7933 1.5739 0.18
C -1.6028 0.5323 -0.4141 -0.63
C 1.8112 -0.5708 2.0560 -0.41
```

Total charge ... 0
SMILES ... CN(C)SC(C)(C)C
LUMO ... 0.89 eV

(7)
Here is 2 unconnected molecules or ions with the total composition C6H15O2 at a distorted geometry from the Open Molecules 2025 dataset. Energies are from ωB97M-V/def2-TZVPD.

XYZ file:
```
23
Properties=species:S:1:pos:R:3:mulliken_spin:R:1
C -0.4963 1.9708 0.5451 0.34
C -0.7992 -2.3963 1.9639 0.00
H -1.6130 1.9028 1.0156 -0.01
H 2.6569 0.5495 -3.6032 -0.19
H 0.8792 -0.0751 -1.5695 -0.48
O 2.7474 1.3688 -4.1708 1.54
H -1.1980 -3.2395 1.2677 0.00
H -1.7658 -0.3801 2.1369 -0.01
H 0.6981 0.3514 1.3811 -0.05
C 1.2267 0.4840 -0.7067 1.40
C -1.6342 -1.1594 1.2732 -0.01
H 1.4927 1.5376 -0.9888 -0.28
H 1.8992 1.6124 -4.3330 -0.76
H -2.6240 -1.4878 1.0098 0.00
H -1.1716 -2.4368 2.9709 0.00
C -0.9249 -0.4838 0.1143 0.17
H -0.3463 2.5655 -0.5263 -0.07
O 0.5232 -2.2092 1.8901 0.00
H 2.1653 -0.0155 -0.2783 0.33
H -0.3066 -1.2989 -0.4648 0.01
H 0.1712 2.5150 1.2578 0.03
C 0.1558 0.5601 0.4393 -0.88
H -1.7358 -0.2355 -0.6244 -0.09
```

2S+1 ... 2
Total charge ... -2
Expectation value of S² ... 0.7503
LUMO (alpha / beta) ... 6.32 / 6.22 eV

(8)
Here is a single C6H15O2P molecule at a distorted geometry from the Open Molecules 2025 dataset. Energies are from ωB97M-V/def2-TZVPD.

XYZ file:
```
24
Properties=species:S:1:pos:R:3:nbo_charge:R:1
P -1.3169 -0.5422 0.4729 2.16
O -2.2721 0.0550 -0.4838 -1.09
C -1.4133 -2.3700 0.5376 -1.01
H -0.6991 -2.7738 1.2451 0.24
H -1.2098 -2.7617 -0.4563 0.25
C 1.0267 0.4690 -0.5992 0.28
H 3.1411 0.7468 -0.9618 0.21
H -0.3579 2.1069 -0.4530 0.23
H 1.3057 0.6164 -2.7358 0.21
H -2.4266 -2.6425 0.8258 0.24
C 0.7099 1.9393 -0.3418 -0.64
O 0.3097 -0.3550 0.3242 -0.84
C 0.6688 0.0828 -2.0320 -0.64
H 2.6907 -0.8898 -0.4611 0.21
H -2.5995 -0.3260 2.4834 0.24
H -1.5819 1.0978 2.2310 0.25
H 0.8064 -0.9883 -2.1710 0.21
H -0.8662 -0.4042 2.8695 0.24
H 2.7332 0.4095 0.7223 0.21
H 1.0086 2.2152 0.6673 0.21
H 1.2467 2.5679 -1.0482 0.22
H -0.3723 0.3354 -2.2289 0.24
C -1.6057 0.0124 2.1967 -1.01
C 2.4981 0.1671 -0.3083 -0.61
```

Total charge ... 0
SMILES ... CC(C)(C)OP(C)(C)=O
LUMO ... 0.80 eV

(9)
Here is a molecular structure, C6H15O3Sc at a distorted geometry from the Open Molecules 2025 dataset. Energies are from ωB97M-V/def2-TZVPD.

XYZ file:
```
25
Properties=species:S:1:pos:R:3:nbo_charge:R:1
H -1.5842 -0.8764 0.9442 0.21
C -2.2895 -0.5756 -4.0543 -0.11
H 0.2835 -1.6848 -1.3288 0.21
H -0.5027 -1.6345 -3.4824 0.22
H -1.0958 -2.6048 -0.6050 0.25
H -2.0448 -2.5275 -3.1982 0.26
H -1.1746 3.1520 0.8151 0.15
H -3.2132 1.3491 -5.2222 0.24
H -2.7072 2.6148 -4.0444 0.20
C -1.5529 -1.5455 -3.1672 -0.11
O -1.5982 -1.0397 -1.8445 -0.61
C -2.3806 1.7483 -4.6249 -0.28
O -0.6561 0.6713 -0.0305 -0.80
H -1.1215 3.7775 2.3838 0.25
Sc -1.4803 1.0452 -1.6959 2.23
H -2.0064 -0.7464 -5.1015 0.25
O -1.9227 0.7620 -3.7021 -0.66
H -1.0524 2.0605 2.5282 0.24
H -3.3785 -0.6788 -3.9346 0.23
H 0.2050 -0.9380 0.9267 0.25
C -0.7447 2.8854 1.8717 -0.85
C -0.7153 -1.6088 -0.8721 -0.11
H -1.5499 2.0376 -5.2836 0.24
C -0.6861 -0.6718 0.3292 -0.12
H 0.3568 2.9133 1.8460 0.23
```

Total charge ... +2
LUMO ... -9.73 eV

(10)
Here is 4 unconnected molecules or ions with the total composition C6H15O5 at a distorted geometry from the Open Molecules 2025 dataset. Energies are from ωB97M-V/def2-TZVPD.

XYZ file:
```
26
Properties=species:S:1:pos:R:3:nbo_charge:R:1
O 2.1614 0.2236 0.4290 -0.83
H 2.3521 -2.3289 1.9495 0.45
H -0.7808 2.9535 0.7911 0.22
O 1.3921 2.1974 -0.3449 -0.76
C 1.4390 1.2767 0.4883 0.79
H 0.1929 0.1680 1.7219 0.22
O 0.1823 -3.2631 0.2725 -0.98
O 1.5974 -1.7357 2.0206 -1.03
H 1.8835 1.2391 -2.2609 0.48
O 1.6487 0.3219 -2.4768 -0.99
H -2.1686 -0.0125 -2.6056 0.20
H 1.9425 -0.9242 1.5172 0.51
H 1.8740 -0.0110 -1.5882 0.49
H -1.6774 -0.8104 0.3478 0.20
C 0.2422 1.2549 1.4528 -0.52
H 0.6658 1.7592 2.3163 0.20
H 0.8987 -2.6808 -0.0051 0.49
H -1.3899 1.8994 -1.1734 0.20
H -2.9328 -1.3434 -1.8174 0.19
H -1.9244 1.9548 1.5684 0.20
C -1.7403 -0.1196 -0.4719 -0.21
C -2.0352 -0.6985 -1.8152 -0.63
H -1.2001 -1.3641 -2.0812 0.23
C -1.0559 1.8800 0.9396 -0.45
C -1.4509 1.1743 -0.3208 -0.16
H -0.1162 -3.0104 1.1465 0.49
```

Total charge ... -1
LUMO ... 3.65 eV

In order of appearance, DFT total energy = -442.6956, -442.7666, -732.2641, -517.9396, -518.0183, -690.5184, -387.8788, -729.5240, -1223.4126, -613.8794 Ha.